Record 1
# C5H11NO

A gas-phase ion, C5H11NO (charge +1) at a distorted geometry (wB97M-V/def2-TZVPD, the OMol25 dataset).

Geometry as XYZ:
```
18
Properties=species:S:1:pos:R:3:forces:R:3
C -1.984 -1.258 0.332 -1.034 -0.872 1.372
N -0.619 -1.724 0.479 -1.017 1.575 1.369
C 0.481 -0.897 0.023 0.217 -0.226 -0.957
C 0.377 0.601 0.057 -0.780 -1.208 -3.523
C 1.385 1.184 0.929 5.363 -0.129 -0.545
C 0.450 1.133 -1.497 1.732 -1.120 2.078
O 1.343 -1.550 -0.504 0.131 -0.232 0.393
H -2.180 -0.212 0.454 0.961 0.864 -0.678
H -2.692 -1.570 1.175 1.092 -0.934 -1.448
H -2.208 -1.592 -0.686 -0.923 -0.080 0.059
H -0.494 -2.621 0.958 0.519 -0.046 -0.546
H -0.567 0.829 0.452 -1.298 0.494 0.384
H 0.820 1.673 1.666 0.469 1.160 1.360
H 2.237 0.495 1.311 -2.054 0.451 0.094
H 2.161 1.780 0.317 -1.815 0.128 0.980
H 0.606 2.209 -1.518 0.316 -0.075 0.273
H -0.439 0.963 -2.036 -1.050 -0.628 -0.619
H 1.321 0.558 -1.910 -0.827 0.878 -0.047
```
Forces are in eV/Å.

Values from the calculation:
Energy relative to the best compared isomer or geometry (same formula, charge and spin) in eV: 2.7039
Gap between HOMO and LUMO (alpha / beta) in Eh: 0.4203 / 0.2474
Net charge: +1
E_HOMO (alpha / beta) in Eh: -0.5658 / -0.5630
<S²>: 0.77
LUMO energy (alpha / beta) in eV: -4.0 / -8.6
Multiplicity: 2

Record 2
# C19H57CsO10

A molecular structure, C19H57CsO10 at a distorted geometry (wB97M-V/def2-TZVPD, the OMol25 dataset).

Geometry as XYZ:
```
87
Properties=species:S:1:pos:R:3:forces:R:3
Cs -0.154 0.326 -0.088 0.064 -0.211 0.564
C -0.229 -4.192 3.822 -0.689 0.530 -0.595
O 0.375 -2.978 3.502 0.214 0.018 -0.611
H 0.162 -4.749 4.674 0.443 0.083 0.227
H -1.298 -4.080 4.003 -0.556 0.292 0.584
H -0.289 -4.879 2.978 0.579 -0.537 -0.457
C -1.775 -0.826 -3.593 0.695 0.024 -0.352
C -3.027 -0.675 -2.778 -0.495 -0.884 -0.858
O -2.875 0.405 -1.927 0.409 1.341 1.365
H -0.915 -1.029 -2.955 -0.025 -0.301 0.187
H -1.497 0.091 -4.112 -0.353 0.160 -0.143
H -1.833 -1.623 -4.335 -0.095 -0.068 0.098
H -3.216 -1.583 -2.206 0.022 -0.161 0.137
H -3.906 -0.531 -3.406 -0.010 -0.029 -0.281
H -3.643 0.982 -1.926 -0.016 -0.174 -0.016
C 3.877 0.749 -0.296 -0.322 0.662 0.901
C 3.821 -0.202 -1.458 0.055 0.433 0.285
O 2.474 -0.506 -1.836 -0.151 0.308 -0.045
H 3.404 0.312 0.584 0.203 -0.251 0.176
H 3.389 1.721 -0.377 -0.295 -0.068 -0.716
H 4.903 1.025 -0.054 0.177 -0.440 0.076
H 4.303 -1.116 -1.111 0.180 -0.152 -0.440
H 4.348 0.262 -2.292 0.143 -0.343 -0.181
H 2.434 -0.490 -2.795 -0.060 -0.138 -0.014
C -4.132 -1.184 1.640 0.047 -0.438 0.163
C -2.752 -1.836 1.821 -1.180 1.137 0.293
O -2.098 -1.283 2.950 -0.672 -0.099 -0.461
H -4.837 -1.507 2.406 0.204 0.246 0.386
H -4.613 -1.527 0.725 0.252 0.110 -0.362
H -4.043 -0.098 1.633 -0.058 -0.026 0.053
H -2.172 -1.566 0.938 0.132 -0.735 -0.361
H -2.917 -2.903 1.969 0.400 -0.202 -0.434
H -1.392 -1.915 3.102 1.121 -0.203 0.743
C 0.692 -3.623 -1.532 0.979 -0.731 0.784
C 1.004 -3.749 -0.019 -0.260 0.666 -0.736
O 0.442 -2.669 0.698 -0.532 0.629 -1.191
H 1.327 -4.369 -2.008 -0.021 -0.230 -0.194
H 1.076 -2.682 -1.925 -0.463 0.250 0.085
H -0.331 -3.874 -1.814 -0.093 0.432 0.153
H 2.080 -3.677 0.140 0.168 -0.543 -0.177
H 0.610 -4.680 0.387 0.211 -0.213 -0.109
H 0.409 -2.922 1.624 -0.069 0.051 1.618
C 0.250 3.891 -2.364 1.005 0.275 -0.925
C 1.612 3.639 -1.718 -0.438 0.397 -1.755
O 1.381 3.194 -0.459 0.003 -0.955 2.972
H -0.415 4.484 -1.737 0.007 -0.174 0.139
H -0.157 2.910 -2.612 -0.425 0.178 0.111
H 0.406 4.446 -3.289 -0.232 -0.037 -0.215
H 2.286 4.496 -1.711 -0.024 0.227 -0.247
H 2.108 2.816 -2.231 0.165 0.118 -0.260
H 1.134 3.944 0.087 -0.069 -0.061 0.235
C 2.437 1.596 3.863 -1.243 -0.338 -0.189
C 2.056 0.081 3.931 0.807 0.747 -0.022
O 0.844 -0.151 3.270 -0.168 1.225 -1.103
H 3.358 1.947 4.329 -0.075 -0.551 0.400
H 1.581 2.150 4.249 0.090 0.184 0.390
H 2.507 1.955 2.837 0.040 -0.416 -0.386
H 1.890 -0.301 4.938 0.688 0.296 0.351
H 2.867 -0.461 3.444 0.126 -0.331 0.139
H 0.691 -1.099 3.270 -0.359 -1.015 0.294
C 5.168 -3.647 1.973 -0.676 0.001 -0.412
C 3.877 -2.949 2.388 -0.157 -0.266 1.013
O 2.844 -3.904 2.637 1.979 -0.351 -1.028
H 4.996 -4.012 0.961 0.252 -0.374 -0.032
H 5.413 -4.478 2.634 -0.078 0.047 -0.023
H 6.013 -2.959 1.927 -0.048 0.124 0.125
H 3.620 -2.196 1.643 -0.358 -0.021 -0.467
H 4.062 -2.364 3.289 0.041 0.015 0.351
H 2.021 -3.502 2.922 -1.139 0.839 0.653
C -2.919 2.982 -3.988 -0.292 0.233 0.556
C -1.901 3.366 -5.030 -0.209 -0.146 -0.170
O -2.418 3.182 -6.332 0.095 -0.011 -0.469
H -3.818 3.596 -4.015 -0.053 0.221 -0.422
H -2.526 3.177 -2.990 0.163 -0.408 0.130
H -3.251 1.950 -4.103 0.246 -0.026 0.085
H -1.021 2.722 -4.993 0.001 -0.040 0.159
H -1.556 4.388 -4.873 0.030 0.183 -0.025
H -3.104 3.831 -6.502 -0.072 0.057 0.048
C -3.403 4.104 0.504 -0.751 0.138 -0.482
C -3.611 2.835 1.320 0.412 0.989 0.379
O -2.311 2.351 1.616 0.225 -0.580 -0.142
H -2.926 4.846 1.144 0.294 -0.011 -0.045
H -4.315 4.595 0.165 -0.267 -0.186 0.034
H -2.798 3.924 -0.385 0.161 -0.072 0.072
H -4.210 2.033 0.890 0.173 0.175 -0.200
H -4.040 3.150 2.271 -0.606 -0.275 0.021
H -1.909 3.091 2.078 0.455 -0.219 0.219
```
Forces are in eV/Å.

Values from the calculation:
Gap between HOMO and LUMO in Eh: 0.2425
Net charge: 0
E_HOMO in Eh: -0.2558
LUMO energy in eV: -0.4
Multiplicity: 1

Record 3
# C3H2BrClO2

2 unconnected molecules or ions with the total composition C3H2BrClO2 at a distorted geometry (wB97M-V/def2-TZVPD, the OMol25 dataset).

Geometry as XYZ:
```
9
Properties=species:S:1:pos:R:3:forces:R:3
C 0.198 -1.838 0.922 1.369 1.465 -4.792
C -0.336 -1.421 2.165 -1.315 0.416 1.924
C 0.238 -0.128 -0.545 0.013 -1.563 2.614
O 0.504 -2.794 0.309 -0.090 -0.260 1.232
O 0.118 -0.978 3.166 0.110 -0.234 -0.705
Cl -2.112 -1.520 1.849 0.014 0.105 0.257
Br 0.826 -1.002 -2.060 0.013 -0.058 -0.134
H -0.781 0.222 -0.558 -0.097 0.027 -0.146
H 0.966 0.513 -0.067 -0.017 0.102 -0.249
```
Forces are in eV/Å.

Values from the calculation:
Energy relative to the best compared isomer or geometry (same formula, charge and spin) in eV: 2.0622
Gap between HOMO and LUMO in Eh: 0.3001
Net charge: 0
E_HOMO in Eh: -0.3348
LUMO energy in eV: -0.9
Multiplicity: 1

Record 4
# C27H38I2N10O2Pd

A molecular structure, C27H38I2N10O2Pd at a distorted geometry (wB97M-V/def2-TZVPD, the OMol25 dataset).

Geometry as XYZ:
```
80
Properties=species:S:1:pos:R:3:forces:R:3
Pd 0.056 -0.488 -0.291 -0.403 -0.759 0.479
C 2.895 -3.353 -2.939 0.052 0.001 0.042
C 3.558 -2.560 -1.869 -0.186 -0.075 0.154
N 4.853 -2.495 -1.850 0.695 -0.377 -0.554
C 5.525 -1.701 -1.023 -0.448 -0.083 -0.067
C 4.884 -0.774 -0.184 -0.479 0.300 0.422
C 5.767 0.115 0.684 0.002 0.048 -0.119
O 5.413 1.486 0.680 -0.164 -0.053 -0.009
C 3.489 -0.820 -0.096 0.274 -0.042 -0.289
C 2.828 0.119 0.791 -0.101 0.409 0.475
N 1.589 0.155 1.145 0.041 -0.091 -0.705
C 1.209 1.050 2.167 0.093 0.480 0.555
C 2.092 1.316 3.227 -0.049 -0.129 -0.214
C 1.737 2.121 4.292 -0.001 0.106 0.019
C 0.473 2.689 4.344 0.020 -0.007 -0.017
C -0.422 2.449 3.313 -0.030 0.073 -0.024
C -0.053 1.645 2.248 -0.252 -0.110 -0.420
I -1.531 1.422 0.728 0.262 0.322 0.406
C 2.766 -1.816 -0.876 0.185 0.046 0.069
O 1.541 -2.035 -0.784 0.108 -0.032 -0.328
H 3.651 -3.687 -3.644 0.006 -0.036 0.024
H 2.150 -2.759 -3.470 -0.037 0.012 0.052
H 2.394 -4.227 -2.514 -0.067 0.042 0.021
H 6.604 -1.805 -1.032 0.003 0.044 0.060
H 6.803 -0.016 0.371 0.008 -0.066 0.052
H 5.696 -0.231 1.719 0.032 0.022 -0.007
H 5.891 1.960 -0.007 0.047 -0.039 -0.028
H 3.483 0.898 1.168 0.104 -0.086 0.176
H 3.072 0.858 3.214 -0.011 -0.044 0.075
H 2.451 2.311 5.081 -0.006 -0.045 0.011
H 0.182 3.317 5.174 -0.004 -0.012 0.007
H -1.406 2.899 3.335 0.009 0.011 0.013
C 0.092 -2.916 1.804 0.085 -0.160 -0.103
N -0.583 -1.646 2.187 -0.290 -0.575 -0.283
C -0.265 -1.366 3.617 0.236 0.337 0.210
N -0.728 -2.464 4.438 0.021 -0.079 0.257
C -0.065 -3.708 4.033 -0.095 0.203 -0.191
N -0.372 -4.007 2.631 0.105 -0.324 0.089
C -1.822 -4.154 2.486 0.074 0.234 -0.043
N -2.508 -2.923 2.892 -0.207 -0.121 0.115
C -2.056 -1.820 2.076 -0.248 0.036 -0.069
C -2.177 -2.631 4.292 0.144 0.061 -0.254
H 1.167 -2.793 1.938 -0.014 0.092 -0.050
H -0.115 -3.133 0.755 -0.044 0.040 0.066
H -0.756 -0.442 3.925 -0.022 -0.004 -0.091
H 0.813 -1.253 3.733 -0.015 -0.014 -0.091
H -0.425 -4.524 4.658 0.041 0.004 0.025
H 1.013 -3.607 4.162 -0.010 -0.007 -0.006
H -2.164 -4.976 3.113 -0.006 -0.016 -0.027
H -2.064 -4.380 1.446 0.001 -0.004 0.016
H -2.545 -0.905 2.410 0.065 0.027 -0.021
H -2.316 -2.000 1.034 0.075 0.046 0.049
H -2.510 -3.455 4.920 0.000 0.022 0.021
H -2.686 -1.717 4.602 0.005 -0.015 0.012
I 2.373 0.925 -3.120 -0.486 0.019 0.439
C 0.865 1.400 -1.746 0.716 0.682 -0.830
H -0.024 1.749 -2.264 -0.109 -0.237 0.062
H 1.235 2.105 -1.008 -0.011 -0.172 0.146
C -0.664 -1.392 -3.178 -0.163 -0.084 -0.181
N -1.394 -1.382 -1.872 0.520 0.291 0.532
C -2.665 -0.633 -2.089 -0.130 -0.049 -0.067
N -3.455 -1.228 -3.138 -0.377 0.233 -0.079
C -2.694 -1.219 -4.391 0.076 -0.096 0.252
N -1.455 -1.983 -4.228 0.217 -0.002 -0.431
C -1.788 -3.363 -3.875 -0.042 0.178 0.178
N -2.542 -3.393 -2.618 -0.098 -0.362 0.034
C -1.747 -2.800 -1.569 -0.147 -0.156 -0.170
C -3.773 -2.613 -2.787 0.178 0.077 0.046
H 0.254 -1.964 -3.043 0.025 0.046 0.048
H -0.421 -0.364 -3.452 0.006 -0.005 0.064
H -2.422 0.398 -2.360 0.059 -0.010 0.020
H -3.241 -0.630 -1.159 0.055 -0.043 0.029
H -2.457 -0.190 -4.666 0.001 -0.013 -0.013
H -3.297 -1.668 -5.179 0.012 0.021 -0.012
H -0.870 -3.944 -3.762 -0.011 0.003 -0.003
H -2.391 -3.806 -4.666 0.016 -0.005 -0.001
H -0.822 -3.369 -1.447 0.020 0.057 0.022
H -2.326 -2.831 -0.644 0.056 0.025 -0.046
H -4.347 -2.631 -1.858 0.007 -0.007 -0.010
H -4.375 -3.057 -3.579 0.006 -0.003 0.006
```
Forces are in eV/Å.

Values from the calculation:
Energy relative to the best compared isomer or geometry (same formula, charge and spin) in eV: 0.9961
Gap between HOMO and LUMO (alpha / beta) in Eh: 0.2649 / 0.1647
Net charge: +2
E_HOMO (alpha / beta) in Eh: -0.5015 / -0.5023
<S²>: 6.05
LUMO energy (alpha / beta) in eV: -6.4 / -9.2
Multiplicity: 5

Record 5
# C8H11NS2

C8H11NS2 in the gas phase at a distorted geometry (wB97M-V/def2-TZVPD, the OMol25 dataset).

Geometry as XYZ:
```
22
Properties=species:S:1:pos:R:3:forces:R:3
C -2.015 0.915 0.028 -1.956 3.108 -0.569
C -2.487 0.217 1.270 1.039 -2.632 -3.098
C -1.537 -1.002 1.274 0.801 0.086 0.208
C 1.269 1.214 -0.602 0.222 -0.731 3.705
C -0.039 1.088 -1.286 0.918 -3.414 -4.154
C 1.870 -1.319 -0.585 1.408 -0.941 1.499
C 1.597 -0.057 0.226 -3.210 0.185 0.482
C -0.600 -0.785 0.101 3.904 -1.528 1.176
N -0.944 0.333 -0.528 -1.833 0.957 0.163
S -2.679 2.390 -0.473 0.427 -1.271 0.464
S 0.239 -2.084 -0.927 -0.079 0.495 0.776
H -2.395 0.921 1.987 0.708 1.959 2.796
H -3.525 -0.023 1.245 -0.774 -0.351 -0.306
H -0.901 -1.098 2.146 -0.039 0.180 0.417
H -2.016 -1.948 1.200 -0.728 -0.778 -0.218
H 2.031 1.356 -1.294 1.363 0.530 -1.392
H 1.232 2.075 0.083 0.192 -0.176 -0.151
H -0.605 1.908 -1.497 -0.622 2.913 -0.831
H 0.164 0.552 -2.328 -0.613 0.849 2.017
H 2.359 -1.016 -1.509 0.068 -0.298 -0.214
H 2.583 -2.062 -0.021 -1.423 1.285 -1.118
H 1.786 0.072 1.335 0.224 -0.428 -1.651
```
Forces are in eV/Å.

Values from the calculation:
Energy relative to the best compared isomer or geometry (same formula, charge and spin) in eV: 2.3841
Gap between HOMO and LUMO (alpha / beta) in Eh: 0.2708 / 0.2614
Net charge: 0
E_HOMO (alpha / beta) in Eh: -0.2793 / -0.2673
LUMO energy (alpha / beta) in eV: -0.2 / -0.2
Multiplicity: 1

Record 6
# CH2N2S3

CH2N2S3 in the gas phase at a distorted geometry (wB97M-V/def2-TZVPD, the OMol25 dataset).

Geometry as XYZ:
```
8
Properties=species:S:1:pos:R:3:forces:R:3
C 1.278 -0.790 0.103 2.407 0.576 -0.089
N 2.459 0.186 0.509 -4.224 -1.055 0.600
N 0.054 -0.256 0.166 2.192 4.631 1.753
S 1.671 -2.333 -0.250 -0.038 0.411 0.047
S 2.958 1.511 -0.373 -1.991 2.689 -1.335
S 4.104 -0.100 0.233 2.730 -3.243 0.515
H -0.089 0.767 0.461 0.694 -2.219 -0.638
H -0.757 -0.670 -0.129 -1.770 -1.789 -0.852
```
Forces are in eV/Å.

Values from the calculation:
Energy relative to the best compared isomer or geometry (same formula, charge and spin) in eV: 1.1061
Gap between HOMO and LUMO (alpha / beta) in Eh: 0.2556 / 0.2226
Net charge: 0
E_HOMO (alpha / beta) in Eh: -0.2472 / -0.3090
<S²>: 2.01
LUMO energy (alpha / beta) in eV: 0.2 / -2.4
Multiplicity: 3

Record 7
# C8H5N5O2

C8H5N5O2 in the gas phase at a distorted geometry (wB97M-V/def2-TZVPD, the OMol25 dataset).

Geometry as XYZ:
```
20
Properties=species:S:1:pos:R:3:forces:R:3
O 1.883 0.543 1.245 1.268 -0.030 -0.679
N -1.139 -0.620 -2.284 3.329 1.826 1.230
N -2.234 -1.388 2.323 2.901 3.824 0.425
N -1.680 -0.799 -0.062 -1.967 -2.085 4.551
O 1.829 1.539 -3.479 -2.019 -1.773 -0.838
C 0.820 0.106 0.872 -0.810 1.520 2.095
C -0.225 -0.086 -3.064 -0.842 0.109 -2.600
C -1.586 -0.938 3.414 1.228 -0.883 -0.767
C -0.818 -0.447 -0.876 0.292 0.793 -2.117
C -1.381 -0.777 1.352 -1.152 -1.213 -2.771
C 1.011 0.677 -2.722 -1.362 -0.145 0.333
C -0.204 -0.249 1.830 -1.248 -1.385 0.136
C 1.176 0.725 -1.417 2.353 2.571 1.158
N -0.283 -0.398 3.249 -1.678 -0.108 -2.638
N 0.361 0.192 -0.465 0.168 -1.379 -0.310
H 2.564 1.723 -2.908 0.706 0.238 0.245
H -0.502 -0.158 -4.148 0.477 0.006 0.876
H -2.017 -0.939 4.378 -0.161 -0.457 0.928
H 1.937 1.505 -1.116 -0.798 -1.422 0.627
H 0.489 -0.209 3.878 -0.685 -0.006 0.118
```
Forces are in eV/Å.

Values from the calculation:
Structure (SMILES): O=c1c2[nH]cnc2nc2ncc(O)cn12
Energy relative to the best compared isomer or geometry (same formula, charge and spin) in eV: 1.5625
Gap between HOMO and LUMO in Eh: 0.3096
Net charge: 0
E_HOMO in Eh: -0.3206
LUMO energy in eV: -0.3
Multiplicity: 1

Record 8
# C4H14O2S

3 unconnected molecules or ions with the total composition C4H14O2S at a distorted geometry (wB97M-V/def2-TZVPD, the OMol25 dataset).

Geometry as XYZ:
```
21
Properties=species:S:1:pos:R:3:forces:R:3
C -0.427 -1.670 1.904 -1.606 0.968 -0.460
C 0.019 -1.872 0.460 -1.668 0.676 -1.737
C 0.428 -0.500 -0.146 1.939 -0.178 0.477
S -0.754 0.810 -0.590 -1.145 -0.576 0.755
C 0.308 2.144 -1.102 2.290 -0.164 0.336
H 0.238 -0.900 2.243 0.655 -0.149 1.077
H -0.355 -2.607 2.416 0.014 -0.228 0.785
H -1.460 -1.168 2.121 1.506 -1.247 -0.944
H 0.844 -2.616 0.350 -0.257 0.907 0.348
H -0.754 -2.266 -0.235 0.050 -0.094 0.677
H 1.107 -0.087 0.645 -0.186 0.093 -0.995
H 0.969 -0.671 -1.077 0.304 -0.003 0.144
H 1.091 2.436 -0.386 -0.785 -0.071 0.820
H -0.284 3.033 -1.295 -0.072 -0.177 -0.448
H 1.032 1.837 -1.872 -1.076 0.101 -0.752
H -0.291 -0.515 -4.489 0.091 0.050 0.174
H -0.931 -0.208 -3.133 0.040 0.104 0.164
O -0.082 -0.237 -3.588 -0.053 -0.143 -0.330
H -0.452 2.311 2.991 0.196 0.037 0.149
H -0.371 1.169 2.030 0.106 -0.020 -0.140
O 0.125 1.576 2.754 -0.344 0.114 -0.099
```
Forces are in eV/Å.

Values from the calculation:
Structure (SMILES): CCCSC.O.O
Energy relative to the best compared isomer or geometry (same formula, charge and spin) in eV: 0.8984
Gap between HOMO and LUMO in Eh: 0.3429
Net charge: 0
E_HOMO in Eh: -0.3181
LUMO energy in eV: 0.7
Multiplicity: 1

Look up the net charge of the fourth one.
+2